12
Properties=species:S:1:pos:R:3:nbo_charge:R:1 method="wB97M-V/def2-TZVPD" e_above_lowest_ev=1.772 total_charge=0 orbital_gap_ha=0.398 homo_energy_ev=-9.894 energy_ha=-269.28113
C -2.80018 -0.11062 -0.58636 -0.243
C -1.61681 0.11169 -0.60308 -0.010
C -0.17447 0.36548 -0.60025 -0.484
C 0.52083 -0.27256 0.60207 -0.499
C 2.01167 -0.05326 0.57871 0.445
O 2.59662 0.51201 -0.31518 -0.520
H -3.85110 -0.29869 -0.59012 0.237
H 0.01450 1.44455 -0.59951 0.244
H 0.27388 -0.01522 -1.52402 0.247
H 0.12456 0.12308 1.54654 0.234
H 0.33429 -1.35457 0.63731 0.237
H 2.56620 -0.45189 1.45388 0.111

54
Properties=species:S:1:pos:R:3:nbo_charge:R:1 method="wB97M-V/def2-TZVPD" e_above_lowest_ev=18.702 total_charge=0 orbital_gap_ha=0.312 homo_energy_ev=-8.204 energy_ha=-2443.48610
C -2.73298 -0.13609 -1.00914 -0.225
O -2.16336 -0.01988 0.24855 -0.515
C -2.52700 -0.56820 1.32052 0.296
C -3.79836 -0.73103 1.56880 -0.275
C -4.15994 -1.47340 2.62509 -0.160
C -3.17162 -1.78790 3.63820 -0.057
C -3.76959 -2.32891 5.09435 -0.607
C -2.11231 -1.31750 3.45514 -0.183
C -1.64647 -0.78074 2.23377 0.046
N -0.23089 -0.58193 2.06865 -0.621
C 0.72694 -0.26583 3.08823 -0.360
C 1.80442 0.27099 2.58646 0.718
O 3.02655 -0.44182 2.63102 -0.667
N 1.86020 1.59240 1.94167 -0.574
C 2.92912 1.98890 1.17007 -0.244
C 2.73124 2.05462 -0.34117 -0.425
S 1.40338 3.42782 -0.38745 -0.066
C -0.19245 2.17839 -1.15454 -0.276
C 0.33102 1.78593 -2.58897 -0.026
C 0.17842 2.85247 -3.49784 -0.180
C 0.30410 2.38034 -4.85503 -0.171
C 0.69923 1.26236 -5.17298 -0.300
C 0.75156 0.20437 -4.19493 0.178
Cl 1.47441 -1.64423 -4.56866 -0.148
C 0.66813 0.48770 -2.79289 -0.294
S 0.33143 -1.61688 0.65158 2.230
C 1.38680 -2.86669 1.62709 -0.886
O -0.66306 -2.14376 -0.03436 -0.890
O 1.39825 -0.53364 0.17530 -0.955
H -3.07527 -1.12982 -1.11983 0.190
H -3.83007 0.56978 -0.86426 0.152
H -2.01087 0.24901 -1.73909 0.214
H -4.63946 -0.71524 0.66387 0.228
H -5.39137 -1.71144 2.75708 0.212
H -3.16726 -3.20208 5.41492 0.219
H -3.85968 -1.52933 5.76099 0.215
H -4.86138 -2.62049 4.77226 0.212
H -1.35646 -1.64986 4.42728 0.182
H 0.28235 0.60373 3.71266 0.255
H 0.81680 -0.99838 3.65449 0.213
H 1.02611 1.76978 1.61617 0.385
H 3.32780 2.88063 1.47484 0.195
H 3.93368 1.44359 1.31854 0.236
H 2.11005 1.38051 -0.70673 0.242
H 3.45803 2.56309 -0.73095 0.214
H -0.07062 1.26218 -0.63036 0.209
H -0.85285 2.66029 -0.91704 0.125
H -0.14742 3.82017 -3.29627 0.227
H 0.07672 3.03229 -5.71802 0.212
H 0.82946 0.98497 -6.15495 0.229
H 0.71164 -0.21173 -2.08899 0.249
H 0.75307 -3.18416 2.37730 0.216
H 1.88921 -3.55188 0.83042 0.264
H 2.42997 -2.31564 2.24438 0.340